The following is a quantum chemistry calculation of a cluster of 4 separate species, C9H21O4S in total at a distorted geometry, from the OMol25 dataset.

Positions of all 35 atoms, in Å:
O1 -1.571 2.068 0.033
S1 -0.974 0.724 0.584
H1 -2.318 1.934 -0.601
H2 -0.281 0.120 -0.434
H3 -2.022 -0.103 0.766
C1 2.231 -1.820 -2.379
C2 1.453 -2.368 -1.218
O2 0.601 -1.702 -0.650
C3 1.761 -3.768 -0.786
H4 1.917 -0.802 -2.596
H5 3.297 -1.826 -2.145
H6 2.067 -2.441 -3.261
H7 2.810 -3.840 -0.490
H8 1.575 -4.458 -1.611
H9 1.134 -4.043 0.059
C4 4.384 -0.893 1.072
C5 4.110 -2.100 1.941
O3 4.337 -3.222 1.553
C6 3.544 -1.836 3.314
H10 4.792 -1.216 0.117
H11 3.460 -0.336 0.902
H12 5.103 -0.234 1.560
H13 2.587 -1.316 3.232
H14 4.230 -1.214 3.891
H15 3.395 -2.779 3.834
C7 -5.673 2.929 0.192
C8 -4.707 3.376 -0.868
O4 -3.815 2.647 -1.270
C9 -4.885 4.757 -1.424
H16 -5.441 1.913 0.505
H17 -5.614 3.595 1.053
H18 -6.690 2.956 -0.199
H19 -4.794 5.491 -0.622
H20 -5.875 4.853 -1.873
H21 -4.129 4.953 -2.179

Force components x, y, z for each atom (eV/Å):
-0.2 -0.3 -0.1
1.0 0.3 0.9
-0.4 0.5 -0.2
-0.5 -0.4 -0.2
0.0 -0.2 -0.5
-0.2 0.2 0.1
0.1 -0.1 -0.1
-0.2 0.4 0.2
-0.2 0.1 0.2
0.0 0.0 0.0
0.0 -0.1 -0.1
0.1 -0.1 0.0
0.0 -0.1 -0.1
0.1 0.0 0.0
0.0 0.0 0.0
0.0 -0.2 -0.1
0.0 0.1 0.1
-0.1 0.0 -0.1
0.0 -0.2 0.0
0.0 0.0 0.0
0.0 0.1 0.1
-0.1 0.1 0.0
0.0 0.1 0.0
-0.1 0.1 0.0
0.0 0.0 0.0
0.2 -0.2 0.0
-0.2 0.1 0.0
0.4 -0.2 0.2
0.2 -0.1 -0.2
0.0 0.0 0.0
-0.1 0.1 0.0
0.0 0.1 0.0
-0.1 0.0 0.0
0.0 0.1 0.1
0.0 0.0 0.0

- Net charge: +1
- Kohn-Sham gap: 8.08 eV
- Largest force on an atom: 1.35 eV/Å
- Calculated total energy: -28690.8409 eV